Record 1
{
  "formula": "C48H40GeIN11O2ReS2",
  "method": "ωB97M-V/def2-TZVPD",
  "elements": ["Re", "C", "N", "C", "C", "N", "C", "S", "C", "C", "C", "C", "C", "N", "H", "H", "H", "H", "H", "H", "H", "H", "H", "N", "C", "C", "C", "C", "C", "C", "S", "N", "C", "C", "C", "C", "C", "C", "N", "H", "H", "H", "H", "H", "H", "H", "H", "H", "N", "N", "N", "C", "N", "N", "H", "H", "H", "C", "Ge", "C", "C", "C", "C", "C", "C", "C", "C", "C", "C", "C", "C", "C", "C", "C", "C", "C", "C", "H", "H", "H", "H", "H", "H", "H", "H", "H", "H", "H", "H", "H", "H", "H", "I", "C", "C", "C", "C", "C", "C", "C", "O", "O", "H", "H", "H", "H"],
  "positions_angstrom": [[0.142, -1.041, -0.371], [3.478, 2.998, 2.502], [3.266, 1.567, 2.648], [3.423, 0.845, 3.828], [3.231, -0.442, 3.537], [2.928, -0.519, 2.165], [2.971, 0.735, 1.611], [2.824, 1.180, 0.019], [2.778, -1.771, 1.518], [3.640, -2.781, 1.940], [3.468, -4.077, 1.511], [2.413, -4.334, 0.658], [1.642, -3.277, 0.242], [1.799, -1.987, 0.631], [4.183, 3.326, 3.263], [2.542, 3.547, 2.605], [3.886, 3.186, 1.512], [3.645, 1.315, 4.773], [3.198, -1.300, 4.188], [4.459, -2.526, 2.598], [4.136, -4.865, 1.835], [2.176, -5.332, 0.314], [0.818, -3.476, -0.437], [-2.778, -3.691, -3.247], [-2.687, -5.095, -3.103], [-3.816, -5.903, -3.136], [-3.689, -7.278, -2.981], [-2.441, -7.845, -2.769], [-1.314, -7.034, -2.728], [-1.440, -5.667, -2.918], [-0.056, -4.576, -2.948], [-0.717, -3.164, -2.279], [-1.927, -2.862, -2.528], [-2.484, -1.590, -2.012], [-3.831, -1.247, -2.123], [-4.341, -0.195, -1.387], [-3.499, 0.547, -0.567], [-2.150, 0.264, -0.602], [-1.663, -0.784, -1.316], [-3.719, -3.353, -3.323], [-4.792, -5.451, -3.292], [-4.574, -7.903, -3.015], [-2.344, -8.915, -2.626], [-0.331, -7.462, -2.567], [-4.505, -1.814, -2.753], [-5.396, 0.046, -1.440], [-3.888, 1.315, 0.089], [-1.202, 0.885, 1.188], [3.075, -2.204, -4.540], [2.448, -1.330, -3.670], [2.295, -0.066, -3.943], [1.573, 0.336, -2.904], [1.288, -0.677, -2.063], [1.887, -1.753, -2.577], [3.950, -1.802, -4.841], [3.184, -3.089, -4.069], [1.279, 1.357, -2.744], [-0.965, 0.815, 0.120], [-0.618, 2.735, -0.296], [-2.328, 3.567, -0.847], [-3.012, 4.469, -0.029], [-4.237, 5.006, -0.416], [-4.790, 4.670, -1.644], [-4.124, 3.777, -2.476], [-2.916, 3.222, -2.071], [-0.104, 3.583, 1.397], [0.093, 2.850, 2.568], [0.409, 3.484, 3.767], [0.542, 4.866, 3.809], [0.357, 5.612, 2.650], [0.035, 4.973, 1.458], [0.628, 3.463, -1.645], [0.298, 3.538, -3.002], [1.159, 4.125, -3.922], [2.365, 4.665, -3.499], [2.697, 4.628, -2.151], [1.836, 4.034, -1.236], [-2.589, 4.751, 0.929], [-4.761, 5.688, 0.245], [-5.739, 5.096, -1.948], [-4.553, 3.500, -3.434], [-2.442, 2.482, -2.711], [0.012, 1.767, 2.545], [0.550, 2.900, 4.670], [0.788, 5.361, 4.742], [0.460, 6.691, 2.677], [-0.107, 5.565, 0.556], [-0.642, 3.137, -3.359], [0.885, 4.159, -4.971], [3.039, 5.122, -4.215], [3.633, 5.059, -1.811], [2.106, 4.010, -0.187], [1.948, -0.307, 7.209], [1.016, -1.162, 5.534], [0.442, -0.323, 4.592], [-0.116, -0.883, 3.450], [-0.129, -2.260, 3.266], [0.431, -3.084, 4.233], [1.020, -2.540, 5.371], [-0.771, -2.858, 2.030], [-0.970, -4.066, 1.988], [-1.035, -2.008, 1.094], [0.436, 0.751, 4.735], [-0.546, -0.260, 2.677], [0.400, -4.157, 4.081], [1.468, -3.181, 6.120]],
  "atomic_forces_ev_per_a": [[-0.12, 0.49, 0.62], [0.00, -0.06, -0.04], [-0.05, 0.07, 0.15], [0.20, 0.45, -0.19], [0.01, -0.31, -0.35], [-0.05, -0.21, 0.28], [0.13, 0.11, 0.20], [0.04, -0.09, -0.14], [0.16, 0.03, 0.12], [0.25, 0.12, 0.02], [0.12, 0.00, 0.11], [-0.15, -0.09, -0.17], [0.01, 0.03, -0.22], [0.02, -0.20, 0.42], [0.01, -0.01, 0.03], [0.13, -0.05, -0.03], [0.08, -0.04, -0.03], [-0.06, -0.02, -0.14], [0.02, 0.07, -0.22], [-0.04, 0.04, 0.04], [-0.03, 0.05, 0.03], [0.00, 0.07, -0.02], [-0.07, 0.08, -0.05], [0.01, -0.09, -0.08], [-0.20, 0.05, -0.02], [-0.07, 0.10, 0.00], [-0.03, 0.04, -0.02], [0.05, -0.01, 0.00], [-0.02, -0.07, 0.01], [0.19, 0.03, 0.01], [0.10, 0.01, -0.02], [0.41, -0.01, 0.23], [-0.18, -0.03, -0.13], [-0.08, 0.29, 0.05], [-0.11, -0.17, -0.08], [-0.10, 0.11, 0.00], [-0.07, -0.09, 0.05], [0.41, 0.08, 0.02], [-0.34, -0.24, 0.14], [-0.17, -0.03, -0.05], [0.07, -0.07, 0.05], [0.06, 0.05, 0.00], [0.00, 0.08, -0.04], [-0.07, 0.03, 0.03], [-0.03, 0.04, 0.10], [0.06, -0.05, 0.00], [0.07, 0.08, -0.11], [-0.16, 0.08, -0.07], [-0.39, 0.10, -0.26], [0.15, -0.36, 0.05], [-0.05, 0.06, 0.15], [-0.17, 0.21, 0.21], [0.25, -0.29, -0.90], [0.05, 0.18, -0.02], [0.19, 0.04, 0.12], [0.09, -0.06, 0.14], [-0.04, -0.06, 0.01], [0.32, -0.27, -0.28], [-0.13, -0.15, 0.08], [-0.12, -0.06, 0.03], [-0.01, -0.09, -0.08], [0.04, 0.01, -0.02], [0.03, -0.03, 0.01], [0.04, -0.04, 0.04], [-0.04, 0.05, 0.09], [0.03, 0.05, 0.06], [-0.07, 0.05, 0.03], [-0.16, 0.03, -0.05], [-0.05, -0.04, 0.02], [0.01, -0.04, -0.05], [0.08, -0.06, 0.08], [0.05, -0.05, -0.01], [0.08, 0.06, 0.02], [-0.01, -0.04, 0.03], [-0.01, 0.00, 0.05], [-0.04, -0.02, -0.02], [-0.05, 0.01, -0.09], [-0.05, -0.01, -0.01], [0.05, -0.02, -0.04], [0.04, -0.02, 0.01], [0.02, 0.01, 0.07], [-0.10, 0.07, 0.05], [0.04, 0.12, 0.02], [0.02, 0.05, -0.02], [-0.01, -0.02, -0.05], [0.00, -0.04, 0.00], [0.02, -0.02, 0.08], [0.07, 0.02, -0.01], [0.01, 0.00, 0.04], [-0.02, -0.02, 0.03], [-0.04, -0.02, 0.00], [0.03, -0.02, -0.07], [-0.06, -0.07, -0.07], [-0.15, 0.02, 0.21], [-0.22, -0.08, -0.10], [0.02, 0.06, 0.17], [-0.12, 0.06, 0.08], [0.10, -0.01, 0.06], [-0.04, 0.01, -0.05], [0.32, -0.17, -0.08], [-0.03, 0.34, -0.06], [-0.35, -0.09, -0.27], [0.03, -0.11, 0.00], [-0.01, -0.06, 0.05], [-0.02, 0.05, 0.01], [-0.02, 0.02, -0.02]],
  "lowdin_spin": [0.89, 0.00, 0.00, 0.00, 0.00, 0.00, 0.01, 0.03, 0.00, 0.00, -0.01, 0.00, 0.00, 0.00, 0.00, 0.00, 0.00, 0.00, 0.00, 0.00, 0.00, 0.00, 0.00, 0.00, 0.00, 0.00, 0.00, 0.00, 0.00, 0.00, 0.00, 0.00, 0.00, -0.01, 0.00, -0.01, 0.00, 0.00, 0.00, 0.00, 0.00, 0.00, 0.00, 0.00, 0.00, 0.00, 0.00, 0.00, 0.00, 0.00, 0.00, 0.01, 0.02, 0.01, 0.00, 0.00, 0.00, 0.00, 0.01, 0.00, 0.00, 0.00, 0.00, 0.00, 0.00, 0.00, 0.00, 0.00, 0.00, 0.00, 0.00, 0.00, 0.00, 0.00, 0.00, 0.00, 0.00, 0.00, 0.00, 0.00, 0.00, 0.00, 0.00, 0.00, 0.00, 0.00, 0.00, 0.00, 0.00, 0.00, 0.00, 0.00, 0.00, 0.00, 0.00, 0.00, 0.00, 0.00, 0.00, 0.00, 0.00, 0.04, 0.00, 0.00, 0.00, 0.00],
  "homo_energy_ev": [-5.944, -5.597],
  "s2": 0.762,
  "e_above_lowest_kj_mol": 9.4,
  "lumo_energy_ev": [0.00, -0.06],
  "spin_multiplicity": 2
}



Record 2
{
  "formula": "C36H52BrN3NiOP2",
  "method": "ωB97M-V/def2-TZVPD",
  "elements": ["N", "C", "C", "C", "C", "C", "C", "Ni", "P", "C", "C", "C", "C", "C", "C", "C", "Br", "H", "H", "H", "H", "H", "H", "H", "H", "H", "H", "P", "C", "C", "H", "H", "H", "H", "H", "C", "C", "H", "H", "H", "H", "H", "C", "C", "H", "H", "H", "H", "H", "C", "C", "H", "H", "H", "H", "H", "C", "C", "H", "H", "H", "H", "H", "C", "C", "H", "H", "H", "H", "H", "C", "N", "N", "C", "O", "C", "C", "C", "C", "C", "C", "C", "C", "C", "H", "H", "H", "H", "H", "H", "H", "H", "H", "H", "H", "H"],
  "positions_angstrom": [[-5.394, 3.135, -4.955], [-5.272, 3.234, -3.633], [-4.307, 2.499, -2.915], [-3.288, 1.752, -3.593], [-3.600, 1.491, -4.956], [-4.659, 2.205, -5.579], [-1.998, 1.407, -2.892], [-0.422, 0.003, -2.565], [3.394, -0.741, -1.594], [-0.626, 1.652, -3.376], [0.408, 2.358, -2.602], [1.629, 2.632, -3.294], [2.555, 3.564, -2.797], [2.319, 4.084, -1.500], [1.080, 3.911, -0.862], [0.129, 3.053, -1.403], [3.656, 5.058, -0.704], [-2.191, 1.507, -1.826], [-0.460, 1.727, -4.457], [-4.440, 2.542, -1.834], [-3.171, 0.675, -5.539], [-5.930, 3.977, -3.147], [-4.903, 2.101, -6.642], [1.805, 2.131, -4.251], [-0.824, 2.908, -0.891], [3.424, 3.847, -3.375], [0.859, 4.460, 0.039], [-1.128, -1.808, -1.941], [3.881, 0.969, -1.179], [5.312, 1.252, -1.648], [3.774, 1.135, -0.094], [3.163, 1.629, -1.675], [5.575, 2.292, -1.450], [6.031, 0.600, -1.131], [5.392, 1.060, -2.723], [2.236, -0.718, -2.994], [2.938, -1.444, -4.154], [1.974, 0.322, -3.252], [1.285, -1.226, -2.687], [2.337, -1.392, -5.066], [3.919, -0.985, -4.355], [3.089, -2.500, -3.886], [2.813, -1.478, -0.035], [4.007, -1.783, 0.888], [2.312, -2.431, -0.281], [2.081, -0.790, 0.412], [3.651, -2.218, 1.824], [4.682, -2.508, 0.409], [4.582, -0.871, 1.111], [-0.523, -2.236, -0.284], [-0.859, -3.612, 0.264], [-0.856, -1.457, 0.417], [0.566, -2.149, -0.362], [-1.929, -3.742, 0.451], [-0.532, -4.439, -0.388], [-0.341, -3.741, 1.233], [-0.538, -3.181, -2.997], [-0.481, -2.875, -4.489], [-1.232, -4.006, -2.810], [0.428, -3.485, -2.585], [-1.481, -2.816, -4.930], [0.039, -1.936, -4.738], [0.059, -3.691, -4.974], [-2.882, -2.420, -1.846], [-3.667, -1.755, -0.732], [-2.812, -3.519, -1.719], [-3.287, -2.222, -2.847], [-4.445, -1.101, -1.143], [-4.143, -2.530, -0.126], [-3.052, -1.144, -0.070], [-1.031, 0.712, 6.460], [-1.512, 0.774, 5.090], [-0.876, 0.144, 4.099], [-1.387, 0.560, 2.857], [-0.924, 0.206, 1.760], [-2.468, 1.445, 3.221], [-2.476, 1.563, 4.591], [-3.339, 2.392, 5.475], [0.294, -0.620, 4.304], [0.252, -1.727, 5.160], [1.430, -2.381, 5.487], [2.646, -1.938, 4.944], [2.675, -0.852, 4.053], [1.493, -0.215, 3.697], [-0.010, 1.105, 6.555], [-1.053, -0.311, 6.843], [-1.700, 1.330, 7.065], [-3.115, 1.942, 2.526], [-3.823, 1.798, 6.259], [-2.778, 3.205, 5.954], [-4.118, 2.848, 4.855], [-0.707, -2.058, 5.567], [1.415, -3.236, 6.158], [3.583, -2.434, 5.211], [3.617, -0.513, 3.623], [1.490, 0.618, 2.991]],
  "atomic_forces_ev_per_a": [[0.13, -0.33, -0.02], [0.63, -0.38, -0.26], [0.34, 0.12, -0.03], [-1.18, -0.54, -1.10], [-0.78, 0.46, -0.08], [0.51, 0.13, 0.70], [1.50, 1.65, -0.52], [0.85, 1.09, -0.24], [-0.84, 1.34, 1.27], [-3.72, 1.57, -0.74], [0.62, 0.51, 0.09], [-0.19, 0.65, 0.53], [-1.17, -0.88, 0.55], [-0.99, -0.30, -1.24], [0.35, -0.46, -0.37], [0.43, -0.34, -0.13], [0.62, 0.63, 0.46], [0.41, 0.12, 0.17], [-0.37, -0.20, 0.27], [0.81, 0.11, -0.06], [0.52, 0.48, 0.19], [0.37, -0.71, -0.08], [0.30, -0.31, 0.39], [-0.06, 0.42, 0.15], [0.27, 0.18, -0.20], [0.09, -0.10, 0.17], [0.10, -0.05, 0.19], [-2.10, -4.02, 1.16], [0.41, -0.18, 0.15], [0.16, -0.08, -0.05], [0.04, -0.33, -0.29], [0.07, -0.22, 0.00], [0.01, -0.08, -0.04], [-0.18, 0.27, -0.17], [0.14, 0.15, 0.13], [-0.29, -0.24, -0.06], [-0.11, -0.20, -0.21], [0.49, -0.37, 0.23], [0.74, -0.11, -0.15], [0.15, -0.05, 0.15], [-0.34, -0.19, 0.00], [0.03, 0.29, -0.25], [0.30, -1.14, -0.31], [0.28, 0.14, -0.19], [0.22, 0.44, 0.15], [0.08, -0.01, -0.10], [0.01, 0.15, -0.14], [-0.19, 0.23, 0.19], [-0.15, -0.30, 0.05], [0.39, 0.10, 0.23], [0.13, -0.60, 0.30], [0.19, -0.01, -0.13], [-0.44, 0.11, 0.12], [0.15, 0.08, -0.02], [-0.09, 0.32, 0.16], [-0.29, 0.03, -0.42], [0.23, 0.04, 0.13], [0.20, -0.14, -0.18], [0.35, -0.03, -0.12], [0.17, -0.11, -0.25], [0.13, -0.01, 0.08], [-0.10, -0.20, 0.18], [-0.14, 0.14, -0.21], [0.58, 0.53, -0.52], [-0.66, 0.16, 0.06], [0.00, 0.69, -0.04], [-0.21, -0.19, 0.25], [0.08, -0.17, 0.19], [-0.10, 0.28, 0.03], [0.03, -0.05, 0.07], [-0.13, 0.17, 0.23], [-0.58, 0.53, 2.11], [0.69, -0.63, -2.40], [-0.40, 0.49, 0.51], [0.01, -0.15, 0.00], [0.51, -0.33, -0.06], [0.03, -0.06, -0.30], [-0.31, 0.27, -0.06], [0.44, -0.18, 0.16], [-0.05, 0.24, -0.25], [0.62, 0.10, -0.30], [-0.04, 0.09, -0.01], [-0.19, -0.54, 0.04], [-0.23, 0.06, 0.31], [-0.21, -0.08, -0.13], [-0.04, 0.24, -0.02], [0.19, -0.17, -0.13], [-0.11, 0.06, -0.05], [0.10, 0.10, -0.20], [-0.08, -0.21, -0.11], [0.13, -0.08, 0.23], [0.34, 0.10, -0.14], [0.01, 0.16, -0.11], [-0.39, 0.16, -0.04], [-0.18, -0.10, 0.20], [-0.08, -0.20, 0.34]],
  "lowdin_spin": [-0.01, 0.00, -0.01, 0.00, -0.01, 0.00, -0.06, 0.90, 0.59, 0.05, 0.00, 0.03, 0.00, 0.04, -0.01, 0.03, 0.01, 0.00, 0.00, 0.00, 0.00, 0.00, 0.00, 0.00, 0.00, 0.00, 0.00, 0.02, 0.08, 0.02, 0.00, 0.01, 0.00, 0.00, 0.00, 0.10, 0.03, 0.01, 0.01, 0.00, 0.00, 0.00, 0.10, 0.01, 0.00, 0.02, 0.00, 0.00, 0.00, 0.01, 0.00, 0.00, 0.00, 0.00, 0.00, 0.00, 0.00, 0.00, 0.00, 0.00, 0.00, 0.00, 0.00, 0.00, 0.00, 0.00, 0.00, 0.00, 0.00, 0.00, 0.00, 0.00, 0.00, 0.00, 0.00, 0.00, 0.00, 0.00, 0.00, 0.00, 0.00, 0.00, 0.00, 0.00, 0.00, 0.00, 0.00, 0.00, 0.00, 0.00, 0.00, 0.00, 0.00, 0.00, 0.00, 0.00],
  "homo_energy_ev": [-12.028, -12.028],
  "s2": 2.032,
  "e_above_lowest_kj_mol": 29.7,
  "lumo_energy_ev": [-6.24, -8.70],
  "spin_multiplicity": 3,
  "charge": 2
}



Record 3
{
  "formula": "C3H2Cl2",
  "method": "ωB97M-V/def2-TZVPD",
  "elements": ["C", "C", "C", "Cl", "Cl", "H", "H"],
  "positions_angstrom": [[0.684, 1.278, 1.920], [-0.707, 2.204, -0.305], [0.093, 1.202, 0.524], [2.178, 0.579, 2.015], [-2.123, 1.461, -0.651], [0.875, 0.790, -0.268], [-0.557, 0.283, 0.553]],
  "atomic_forces_ev_per_a": [[0.18, 0.59, -2.41], [1.72, 0.79, 1.32], [-0.54, -2.52, -1.12], [0.77, -0.17, 1.12], [-1.57, -0.31, -0.81], [-0.98, 1.31, 1.54], [0.42, 0.31, 0.37]],
  "nbo_charge": [0.07, 0.01, -0.73, 0.06, 0.09, 0.29, 0.21],
  "homo_energy_ev": [-8.255, -9.192],
  "s2": 2.014,
  "e_above_lowest_kj_mol": 146.5,
  "lumo_energy_ev": [-0.75, -1.65],
  "spin_multiplicity": 3
}



Record 4
{
  "formula": "C2H2FIO3",
  "method": "ωB97M-V/def2-TZVPD",
  "elements": ["C", "C", "O", "O", "O", "F", "I", "H", "H"],
  "positions_angstrom": [[0.634, 1.140, 0.127], [-0.115, -0.129, -0.054], [0.883, 1.795, 1.082], [-0.704, -0.409, 1.118], [-0.836, -0.242, -1.218], [0.991, 1.611, -1.104], [1.688, -1.510, -0.047], [-1.312, -1.104, 1.275], [-1.230, -1.153, -1.178]],
  "atomic_forces_ev_per_a": [[0.43, 2.73, -0.84], [0.17, -1.79, 0.24], [-0.38, -1.18, -0.32], [0.10, 2.07, 0.98], [-0.11, -0.94, 1.09], [-0.05, -0.44, 0.33], [0.12, -0.23, -0.41], [-0.68, -1.33, -0.67], [0.41, 1.10, -0.40]],
  "nbo_charge": [0.79, 0.42, -0.48, -0.69, -0.65, -0.34, -0.05, 0.51, 0.49],
  "homo_energy_ev": -9.862,
  "e_above_lowest_kj_mol": 60.1,
  "lumo_energy_ev": -0.54,
  "spin_multiplicity": 1
}